(1)
Density functional theory data (ωB97M-V with the def2-TZVPD basis set) for a molecular structure, C30H29F5FeNSSe.

As for the strongest force on any atom: 0.016 Eh/bohr. Its expectation value of S² is 6.019. The value obtained for the HOMO-LUMO gap (alpha / beta) is 8.033 / 7.557 eV. For the LUMO energy (alpha / beta), the calculation gives -2.403 / -3.059 eV. The calculation puts the HOMO energy (alpha / beta) at -0.384 / -0.390 Ha. Its relative energy (zero: lowest compared OMol25 entry of this formula, charge and spin) is 0.0000 eV.

Geometry as ORCA input:
```
! RIJCOSX wB97M-V def2-TZVPD def2/J DEFGRID3
* xyz 1 5
N -0.046 -1.295 -0.070
H 0.864 -6.087 -3.163
H -0.436 0.140 -3.463
C 1.567 2.695 -0.566
H 0.198 1.615 -4.184
F -0.880 4.559 7.141
C -3.014 -1.109 0.125
C -0.795 -5.793 -0.213
H -3.087 -3.005 -2.707
H 0.586 3.905 0.927
C -1.039 -4.430 -0.218
C 1.181 1.079 -2.350
F 1.090 5.091 5.358
H 4.221 3.011 0.873
C -3.458 -2.449 -1.852
H -2.315 -0.607 0.783
F -2.376 1.022 4.484
C 0.337 -5.622 -2.340
C 2.225 0.281 -1.848
S -0.823 -1.912 -1.331
H 2.176 4.488 0.444
C 2.644 1.902 -0.078
H 3.392 -0.971 -3.168
C 0.476 0.716 -3.638
H 2.791 -1.791 -1.726
H 4.917 0.516 0.176
H -1.594 -3.965 0.590
H -6.341 -1.597 -0.298
H 0.067 -7.454 -1.263
Se -0.379 1.143 2.216
C 0.106 -4.252 -2.352
C -0.759 3.819 6.046
C -0.506 2.255 3.746
C -0.396 3.049 -2.113
H 3.839 -0.829 0.540
H 4.582 -0.691 -1.050
H -0.315 -1.736 0.806
H 2.745 2.871 1.830
C 2.970 0.702 -0.724
Fe 0.621 0.602 0.164
C 0.244 4.088 5.138
C -4.382 -1.035 0.367
C 3.397 2.345 1.147
C 0.359 3.310 4.006
H 1.123 0.132 -4.286
F -2.602 2.526 6.689
C -2.577 -1.824 -0.976
C -4.818 -2.363 -1.600
H -0.892 3.517 -1.265
H -4.739 -0.487 1.229
H -1.146 -6.397 0.613
F 1.341 3.611 3.148
C 1.262 4.023 0.078
H 1.696 -1.432 -3.050
H -0.101 3.840 -2.809
C 0.803 2.248 -1.663
C 2.541 -1.051 -2.485
C 4.140 -0.122 -0.238
H -5.518 -2.847 -2.269
H 0.808 4.707 -0.634
C -0.111 -6.387 -1.271
H -1.128 2.420 -2.615
C -1.636 2.781 5.813
H 3.814 1.496 1.684
C -5.277 -1.659 -0.491
C -0.577 -3.677 -1.288
C -1.507 2.013 4.673
H 0.450 -3.640 -3.176
*
```


(2)
Density functional theory data (ωB97M-V with the def2-TZVPD basis set) for a gas-phase ion, C7H15N2O (charge +1) in a non-equilibrium geometry.

As for the strongest force on any atom: 0.077 Eh/bohr. The SMILES is C=[N+]1O[C@]1(CC)CCCN. The value obtained for the HOMO-LUMO gap is 10.627 eV. For the LUMO energy, the calculation gives -3.283 eV. The calculation puts the HOMO energy at -0.511 Ha. Its relative energy (zero: lowest compared OMol25 entry of this formula, charge and spin) is 6.1992 eV.

Geometry as ORCA input:
```
! RIJCOSX wB97M-V def2-TZVPD def2/J DEFGRID3
* xyz 1 1
H 3.002 -2.237 0.268
C 0.456 -0.493 -1.088
H -1.322 2.258 1.485
H 2.912 -1.525 1.953
H -3.100 -0.562 -1.023
C -0.972 -0.176 -1.400
C -2.175 -0.392 -0.450
N -2.639 0.869 0.205
C 2.529 -0.024 0.385
H 0.959 -0.448 -2.070
H 2.971 0.633 1.255
C -0.944 1.358 1.139
H -2.057 -1.252 0.397
C 1.231 0.476 -0.149
N 0.314 1.204 0.689
H 3.168 0.229 -0.551
H -3.443 0.577 0.747
H 1.509 -1.783 1.010
C 2.549 -1.477 0.932
H -1.274 -0.553 -2.354
H -1.115 0.618 1.932
H -2.830 1.428 -0.650
H -1.112 0.916 -1.552
O 0.875 1.811 -0.422
H 0.511 -1.453 -0.685
*
```